Below is one molecule with the formula C2H4Cl2, with properties calculated with ωB97M-V with the def2-TZVPD basis set.

Structure (XYZ):
```
8
Properties=species:S:1:pos:R:3:forces:R:3:lowdin_charge:R:1
Cl -0.181352 0.112238 -2.089474 0.015 -0.020 -0.066 0.532
C -0.641708 0.174254 -0.369887 -0.070 0.105 -0.114 -0.672
C 0.472202 -0.272164 0.538130 -0.088 -0.075 0.134 -0.673
Cl 1.885425 0.810222 0.472679 -0.029 -0.008 0.008 0.535
H -1.502136 -0.482270 -0.253795 0.030 -0.022 0.065 0.071
H -0.942348 1.196003 -0.152000 0.028 0.005 -0.002 0.067
H 0.806759 -1.276147 0.291387 0.049 0.022 -0.042 0.068
H 0.103159 -0.262137 1.562959 0.065 -0.007 0.016 0.072
```
Positions in Å, forces in eV/Å.

Values from the calculation:
Energy above the lowest of the compared OMol25 structures with the same formula, charge and spin = 1.1 kcal/mol
Orbital gap = 11.759 eV
HOMO = -10.83 eV
SMILES = ClCCCl
F_max = 0.18 eV/Å

***

Below is C52H58ClN6OPS3Si2W as an isolated structure at a distorted geometry, with properties calculated with ωB97M-V with the def2-TZVPD basis set.

Structure (XYZ):
```
125
Properties=species:S:1:pos:R:3:forces:R:3:lowdin_charge:R:1
W 0.015607 0.411787 -0.154430 -0.270 -0.976 -0.465 1.006
Cl -1.598190 2.075652 -0.178454 0.077 0.329 0.259 0.350
C -2.950027 0.736612 2.529505 -0.025 0.036 -0.026 -0.275
C -4.152753 1.360932 3.170384 -0.053 -0.005 0.013 -0.026
C -4.161848 1.802087 4.446445 0.019 -0.002 -0.036 -0.092
C -2.987073 1.729764 5.238732 0.026 -0.004 0.003 -0.050
C -1.782233 1.306442 4.660137 -0.019 0.042 0.008 -0.102
C -1.696145 0.910063 3.351615 0.035 -0.039 0.128 -0.280
P -0.091284 0.380943 2.660058 -0.244 0.034 -0.101 1.028
C 1.122565 1.514748 3.425317 -0.039 0.057 0.062 -0.378
C 0.774851 2.832240 3.720611 0.023 -0.010 -0.027 -0.116
C 1.700884 3.701285 4.278385 -0.004 0.005 0.013 -0.068
C 2.981957 3.259325 4.571761 -0.006 0.018 0.004 -0.075
C 3.337336 1.948764 4.289563 0.018 -0.014 -0.028 -0.078
C 2.421750 1.086832 3.707331 0.039 0.027 -0.066 -0.157
C 0.155210 -1.193725 3.581002 0.071 0.070 0.106 -0.305
C -0.449912 -2.369430 3.148150 0.012 -0.027 -0.003 -0.097
C -0.358086 -3.539890 3.885925 -0.028 -0.015 -0.006 -0.056
C 0.323928 -3.547831 5.091570 0.004 -0.005 0.013 -0.069
C 0.888713 -2.371623 5.562885 -0.010 -0.003 -0.029 -0.069
C 0.801720 -1.204469 4.819211 -0.005 -0.057 0.059 -0.092
H -5.049598 1.408607 2.563922 -0.003 -0.007 0.008 0.121
H -5.067630 2.217521 4.869534 0.000 -0.002 0.003 0.106
H -3.003938 2.039745 6.274209 -0.011 0.004 -0.004 0.102
H -0.887074 1.328893 5.271334 0.005 -0.003 -0.007 0.109
H -0.228591 3.185783 3.526354 -0.002 -0.007 0.009 0.101
H 1.412249 4.722161 4.493085 0.002 -0.001 -0.003 0.109
H 3.701367 3.934596 5.016776 0.000 -0.004 -0.002 0.107
H 4.337734 1.595404 4.503248 -0.004 0.003 0.004 0.114
H 2.720674 0.073838 3.478584 0.011 0.002 -0.032 0.094
H -1.035202 -2.380014 2.245751 0.015 0.010 -0.085 0.061
H -0.830450 -4.439353 3.509934 0.019 -0.006 0.000 0.105
H 0.403339 -4.460353 5.668023 0.000 0.000 -0.006 0.107
H 1.402855 -2.356271 6.515339 -0.002 -0.003 0.000 0.106
H 1.242614 -0.305011 5.223264 -0.029 -0.017 -0.002 0.094
C 0.420744 0.358346 -4.939142 0.028 -0.050 -0.033 -0.179
Si 0.729096 -0.564422 -3.318704 -0.110 0.019 0.182 0.475
C 2.506143 -0.300453 -2.828567 0.057 0.017 -0.048 -0.180
C 0.486029 -2.395338 -3.581517 -0.063 -0.051 0.018 -0.143
N -0.445534 -0.063309 -2.003754 -0.059 -0.021 -0.207 -0.256
C -1.810282 -0.432254 -2.272292 0.206 0.036 -0.161 -0.269
C -2.283165 -0.558112 -3.586033 -0.098 0.116 0.053 -0.042
C -3.598849 -0.863709 -3.879236 0.009 0.003 0.030 -0.065
C -4.513474 -1.049667 -2.855109 -0.038 -0.004 -0.052 -0.066
C -4.084071 -0.956183 -1.546718 0.055 0.007 0.033 -0.005
C -2.753286 -0.684680 -1.267193 -0.069 -0.011 -0.045 -0.241
O -2.318561 -0.605955 0.040229 0.173 0.184 0.258 -0.176
C -2.950564 -1.353304 1.040173 0.048 -0.015 -0.156 -0.231
C -3.224671 -2.695275 0.817043 0.043 -0.087 0.050 -0.022
C -3.771328 -3.458858 1.834645 0.146 0.015 -0.080 -0.052
C -4.029980 -2.877499 3.068359 -0.008 -0.044 0.050 -0.059
C -3.756365 -1.537706 3.268294 -0.020 0.008 0.017 -0.009
C -3.223309 -0.741384 2.256943 -0.021 -0.080 -0.036 -0.116
H 1.364129 0.743347 -5.326755 0.013 -0.024 -0.021 0.035
H -0.260202 1.204706 -4.850577 0.026 0.021 0.029 0.032
H 0.016806 -0.328027 -5.688270 -0.006 0.003 0.006 0.041
H 3.057202 -0.142540 -3.761085 0.013 0.020 0.012 0.056
H 2.912749 -1.199147 -2.368761 -0.045 0.002 -0.067 0.003
H 2.713288 0.538584 -2.167553 -0.024 0.018 0.008 -0.012
H 1.364901 -2.797513 -4.093024 -0.010 0.006 -0.019 0.048
H -0.391912 -2.628153 -4.184949 -0.007 -0.003 0.008 0.035
H 0.394429 -2.930925 -2.633455 0.036 0.020 0.010 0.021
H -1.615747 -0.386632 -4.410143 0.006 -0.007 -0.007 0.060
H -3.906398 -0.942544 -4.913169 -0.003 0.003 0.000 0.109
H -5.551375 -1.265507 -3.069086 0.005 -0.005 0.002 0.109
H -4.773043 -1.106887 -0.727080 0.000 0.005 0.000 0.127
H -3.013431 -3.136701 -0.148052 0.052 -0.012 -0.013 0.132
H -3.955146 -4.509219 1.661885 -0.032 -0.054 0.013 0.112
H -4.439903 -3.471861 3.874103 0.004 0.001 0.000 0.110
H -3.956821 -1.080376 4.230116 0.000 -0.005 -0.006 0.126
H -2.813148 1.204272 1.554862 0.021 0.004 0.020 0.038
N -1.102726 -6.056653 0.749305 -0.074 0.084 0.032 0.115
C -0.517651 -5.095543 0.480196 -0.328 -0.037 0.072 -0.376
N 0.238520 -4.072148 0.164723 -0.318 -0.054 0.027 0.069
C 0.040996 -2.833855 0.154252 0.224 -0.053 -0.105 -0.416
N 0.144858 -1.664750 0.084978 -0.121 -0.085 0.302 -0.053
C 0.440650 4.083331 0.582031 -0.030 0.023 -0.012 -0.267
Si 1.368202 2.919531 -0.607584 0.028 0.133 0.098 0.701
C 0.896922 3.630027 -2.380165 0.073 0.170 -0.008 -0.611
C -0.590251 3.469993 -2.723541 0.003 -0.004 -0.006 -0.161
C 1.687700 3.065981 -3.566264 -0.014 -0.065 -0.012 -0.106
C 1.162403 5.149910 -2.369323 -0.031 0.023 -0.066 -0.101
C 3.296616 3.340066 -0.295217 0.038 -0.023 -0.032 -0.590
C 4.168658 3.254804 -1.558122 0.025 -0.049 0.003 -0.106
C 4.057997 2.540184 0.771792 -0.028 0.011 0.059 -0.155
C 3.392985 4.797981 0.213875 -0.008 0.040 -0.035 -0.120
H 1.063100 4.893336 0.948766 0.029 0.053 -0.005 0.020
H 0.026273 3.566891 1.441989 0.042 -0.030 -0.013 -0.033
H -0.405491 4.521175 0.051008 0.018 0.021 0.027 0.007
H -0.910100 2.428015 -2.755978 0.020 -0.006 -0.039 0.027
H -0.757738 3.905807 -3.714841 -0.022 0.012 0.005 0.085
H -1.237651 3.998042 -2.023587 0.012 -0.014 -0.001 0.047
H 1.737844 1.984525 -3.561880 0.001 -0.084 0.022 0.017
H 2.706562 3.434856 -3.616810 -0.001 0.012 0.024 0.061
H 1.193840 3.364050 -4.497173 0.009 -0.001 -0.006 0.089
H 0.582082 5.677352 -1.610562 0.016 -0.019 0.022 0.076
H 0.869418 5.556861 -3.344259 -0.027 -0.001 0.012 0.090
H 2.213624 5.395115 -2.231088 0.010 -0.032 -0.029 0.058
H 4.108066 2.282864 -2.052006 -0.024 -0.009 -0.004 0.068
H 5.212476 3.399372 -1.257110 0.000 -0.011 -0.016 0.086
H 3.943444 4.029233 -2.288205 -0.019 0.022 0.024 0.059
H 4.368876 1.559004 0.425607 0.018 0.015 -0.011 0.025
H 3.486272 2.414577 1.688164 -0.053 -0.013 0.052 0.040
H 4.962246 3.107579 1.024661 -0.002 -0.013 0.011 0.087
H 2.817081 5.527174 -0.352339 -0.011 -0.029 0.013 0.057
H 4.445619 5.096005 0.159500 -0.012 0.016 0.000 0.088
H 3.093272 4.871771 1.260158 0.001 -0.019 0.011 0.070
S 4.878454 -4.875733 -1.305466 0.023 0.073 0.015 0.606
C 4.455499 -3.383493 -0.736378 -0.085 -0.131 -0.093 -1.069
S 2.812692 -3.018953 -0.277612 0.304 -0.019 -0.068 1.048
C 3.241083 -1.370930 0.009911 0.290 0.250 0.080 -0.962
N 4.493258 -1.121507 -0.179586 -0.006 -0.114 0.050 0.010
N 5.178455 -2.248476 -0.569110 0.062 0.177 0.063 -0.129
C 6.574827 -2.058818 -0.819055 -0.042 -0.025 -0.036 -0.194
C 7.005215 -0.808071 -1.249658 0.016 -0.039 -0.046 -0.019
C 8.353283 -0.596588 -1.482501 0.016 0.019 -0.007 -0.082
C 9.271566 -1.619450 -1.287859 -0.017 0.014 -0.002 -0.092
C 8.829939 -2.857115 -0.849825 -0.013 -0.052 0.015 -0.077
C 7.482371 -3.087050 -0.610823 0.022 0.036 0.059 -0.046
S 2.323120 0.008843 0.584486 0.035 0.337 -0.054 0.600
H 6.290368 -0.011714 -1.392903 -0.029 -0.004 0.011 0.101
H 8.684491 0.376791 -1.820509 0.007 -0.005 0.001 0.103
H 10.324040 -1.450364 -1.473211 0.000 0.003 -0.002 0.101
H 9.534939 -3.661424 -0.684983 0.011 0.011 -0.005 0.105
H 7.141721 -4.050411 -0.266106 0.016 0.021 -0.010 0.064
```
Positions in Å, forces in eV/Å.

Values from the calculation:
Energy above the lowest of the compared OMol25 structures with the same formula, charge and spin = 0.0 kcal/mol
Orbital gap (alpha / beta) = 6.119 / 6.321 eV
HOMO (alpha / beta) = -7.51 / -7.60 eV
F_max = 1.11 eV/Å
2S+1 = 3